{"formula": "C11H18N2S", "method": "ωB97M-V/def2-TZVPD", "total_energy_ha": -937.2575, "orbital_gap_ev": 7.30, "e_homo_ev": -8.122, "multiplicity": 1, "de_lowest_kcal_mol": 225.2, "species": ["S", "N", "N", "C", "C", "C", "C", "C", "C", "C", "C", "C", "C", "C", "H", "H", "H", "H", "H", "H", "H", "H", "H", "H", "H", "H", "H", "H", "H", "H", "H", "H"], "xyz": [[-2.0886, -1.1726, 0.9815], [1.2956, -1.0130, 1.0481], [4.3002, -0.0974, 1.4780], [-1.1283, 0.5277, -2.5321], [-1.8601, 0.0368, -0.2447], [-2.3829, 2.3715, -3.7593], [2.4853, -1.6683, 0.6433], [-2.1686, 1.5108, -2.4916], [3.6326, -1.3616, 1.7021], [0.4417, -1.3162, 2.2630], [-0.9830, -0.2861, -1.4086], [-3.0990, 1.6789, -1.3393], [-2.9966, 0.8905, -0.2376], [-0.7930, -0.6087, 2.2603], [0.4702, -2.4820, 2.2305], [4.4334, -2.0933, 1.7274], [-3.7633, 2.6566, -1.4994], [4.7141, -0.1507, 2.7827], [-3.0868, 3.3495, -3.7649], [2.8444, -1.2670, -0.2969], [1.5265, 0.0623, 1.2999], [-0.1655, -0.9750, -1.1762], [2.9743, -1.8163, 2.5426], [-1.5384, 2.9222, -4.2245], [1.1107, -0.9186, 3.1565], [-0.7032, 0.3960, 1.9012], [-1.4702, -0.5592, 3.0644], [2.3139, -2.8671, 0.7033], [-2.9310, 1.8574, -4.5733], [3.0777, 1.0701, 0.9328], [-3.9131, 1.0057, 0.5052], [-0.5488, 0.3171, -3.6745]]}